Record 1
The following is a DFT calculation (the ωB97M-V functional and the def2-TZVPD basis) of C32H28MoN10O4S2 as an isolated structure.

Computed properties:
<S²> ... 2.017
E_LUMO (alpha / beta) ... -6.44 / -6.62 eV
Frontier orbital gap (alpha / beta) ... 6.63 / 6.54 eV
HOMO (alpha / beta) ... -13.06 / -13.17 eV

Geometry as ORCA input:
```
! RIJCOSX wB97M-V def2-TZVPD def2/J DEFGRID3
* xyz 2 3
Mo 0.1965 0.4778 0.3957
O -3.2106 -3.2155 2.8608
C -3.1478 -3.5648 1.5663
C -3.8248 -4.7229 1.1794
C -3.8106 -5.1316 -0.1363
C -3.1127 -4.4087 -1.1107
C -2.4268 -3.2774 -0.7344
C -2.4247 -2.8416 0.6032
C -1.6768 -1.6403 0.9558
O -0.8380 -1.1454 0.0659
N -1.8301 -1.0375 2.0889
N -1.0458 0.1304 2.1213
C -1.1072 0.7827 3.2279
C -0.4015 2.0001 3.5248
C -0.5726 2.6170 4.7702
C 0.1310 3.7581 5.0845
C 1.0278 4.2857 4.1544
C 1.1989 3.7021 2.9094
C 0.4685 2.5708 2.6014
O 0.5839 1.9991 1.3806
H -2.8230 -2.3264 2.9677
H -4.3693 -5.2712 1.9374
H -4.3615 -6.0199 -0.4193
H -3.1244 -4.7282 -2.1438
H -1.8910 -2.6903 -1.4711
H -1.7391 0.3511 3.9991
H -1.2656 2.1848 5.4830
H -0.0080 4.2402 6.0423
H 1.6040 5.1666 4.4076
H 1.8881 4.1091 2.1811
C 0.5913 -5.8313 1.0932
C 0.9633 -4.5583 1.7559
N 1.1132 -4.3694 3.0296
N 1.4431 -3.0466 3.1233
C 1.5113 -2.4124 1.9626
S 1.9408 -0.7513 1.8269
N 1.2208 -3.3820 1.0661
N 1.2041 -3.2067 -0.3167
H 0.5630 -6.6158 1.8441
H 1.3174 -6.1051 0.3271
H -0.3927 -5.7524 0.6255
H 1.6146 -2.6336 4.0272
H 1.8240 -3.8908 -0.7356
H 0.2580 -3.3352 -0.6580
S -0.4540 2.3132 -6.8996
N 0.6611 1.4191 -6.1607
C 0.3066 1.3655 -4.8861
C 1.0318 0.6572 -3.8385
C 2.2266 -0.0446 -4.0507
C 2.8373 -0.6619 -2.9881
C 2.2513 -0.5848 -1.7263
N 1.1123 0.0667 -1.5206
C 0.5156 0.7049 -2.5602
C -0.7040 1.4701 -2.2589
N -1.0997 1.5030 -0.9675
C -2.2112 2.1477 -0.6354
C -2.9882 2.8131 -1.5791
C -2.5800 2.8173 -2.8907
C -1.4109 2.1343 -3.2462
C -0.8798 2.0757 -4.6007
N -1.4151 2.6643 -5.6592
H 2.6493 -0.0801 -5.0477
H 3.7671 -1.1996 -3.1084
H 2.7027 -1.0454 -0.8591
H -2.4813 2.1396 0.4128
H -3.8899 3.3200 -1.2660
H -3.1433 3.3370 -3.6562
C 1.8839 4.4588 -1.4472
C 2.8118 3.4273 -0.8612
C 4.1936 3.8699 -0.4801
O 2.4525 2.2737 -0.7102
H 1.9463 5.4019 -0.9022
H 0.8576 4.0952 -1.4524
H 2.1961 4.6673 -2.4745
H 4.6601 4.4122 -1.3058
H 4.8074 3.0223 -0.1899
H 4.1275 4.5764 0.3525
*
```

Record 2
The following is a DFT calculation (the ωB97M-V functional and the def2-TZVPD basis) of C32H28N5O11PtSTe as an isolated structure.

Computed properties:
E_LUMO ... 2.19 eV
Frontier orbital gap ... 6.36 eV
HOMO ... -4.17 eV

Geometry as ORCA input:
```
! RIJCOSX wB97M-V def2-TZVPD def2/J DEFGRID3
* xyz -1 1
Pt 0.1813 0.3534 -0.9877
O -2.8024 1.1722 -3.5510
C -1.9551 0.5902 -2.8986
O -1.0425 1.2285 -2.2285
C -1.9708 -0.9325 -2.8920
C -3.1507 -1.5195 -3.2974
C -3.2257 -2.8958 -3.4572
C -2.1290 -3.7055 -3.2621
C -0.9416 -3.1253 -2.8724
C -0.8122 -1.7309 -2.6264
O 0.2936 -1.2239 -2.2007
N 0.1820 -4.0553 -2.6670
O -0.0910 -5.2376 -2.5353
O 1.3019 -3.6014 -2.5583
N -4.4913 -3.5123 -3.8684
O -5.4692 -2.7939 -3.9539
O -4.5036 -4.7181 -4.0496
H -3.9973 -0.8840 -3.5141
H -2.1890 -4.7733 -3.4038
C 3.0699 -1.0529 -1.8869
N 3.5958 -0.4602 -0.6675
C 4.9444 0.0861 -0.7638
C 5.1666 1.1826 0.2528
C 4.6610 0.7316 1.6084
N 3.2727 0.3054 1.5059
C 2.3681 0.7166 2.5678
C 2.7673 -0.1802 0.3500
O 1.5323 -0.4501 0.3081
H 2.2322 -1.7091 -1.6713
H 3.8739 -1.6365 -2.3384
H 2.7371 -0.2787 -2.5826
H 5.0671 0.4807 -1.7746
H 5.6676 -0.7283 -0.6347
H 4.6095 2.0680 -0.0430
H 6.2264 1.4366 0.3034
H 4.6965 1.5613 2.3147
H 5.2773 -0.0815 2.0123
H 2.8576 0.5348 3.5254
H 1.4513 0.1380 2.5205
H 2.1239 1.7777 2.4779
O -2.0848 2.5231 0.3433
C -0.9862 2.9262 0.0229
N 0.2116 2.2054 0.1400
S 1.4991 3.1716 -0.2584
O 2.2287 2.6874 -1.4025
O 2.2922 3.4650 0.9166
C 0.5652 4.5953 -0.6814
C 1.0190 5.8469 -1.0605
C 0.0574 6.8257 -1.2654
C -1.3003 6.5602 -1.0722
C -1.7251 5.3034 -0.6658
C -0.7611 4.3276 -0.4802
H 2.0718 6.0475 -1.2018
H 0.3657 7.8155 -1.5790
H -2.0258 7.3463 -1.2345
H -2.7680 5.0702 -0.5015
Te -2.2650 -0.3580 0.7166
C -2.0750 0.0731 2.7763
C -1.3127 1.1479 3.2154
C -1.2265 1.4381 4.5728
C -1.8896 0.6544 5.5030
C -2.6409 -0.4323 5.0693
C -2.7391 -0.7154 3.7164
C -1.8724 -2.4135 0.9631
C -2.5551 -3.3249 0.1633
C -2.2102 -4.6706 0.1653
C -1.1896 -5.1240 0.9863
C -0.5152 -4.2223 1.8005
C -0.8433 -2.8759 1.7805
H -0.7605 1.7456 2.5019
H -0.6283 2.2809 4.8974
H -1.8230 0.8846 6.5586
H -3.1599 -1.0577 5.7846
H -3.3298 -1.5616 3.3887
H -3.3639 -2.9869 -0.4744
H -2.7340 -5.3603 -0.4840
H -0.9131 -6.1700 0.9838
H 0.2886 -4.5666 2.4398
H -0.2864 -2.1788 2.3952
*
```

Record 3
The following is a DFT calculation (the ωB97M-V functional and the def2-TZVPD basis) of C32H29F5MnN4O2S2SeTe as an isolated structure.

Computed properties:
<S²> ... 3.849
E_LUMO (alpha / beta) ... -1.07 / -2.39 eV
Frontier orbital gap (alpha / beta) ... 6.87 / 5.57 eV
HOMO (alpha / beta) ... -7.93 / -7.97 eV

Geometry as ORCA input:
```
! RIJCOSX wB97M-V def2-TZVPD def2/J DEFGRID3
* xyz 0 4
Mn -17.8443 -1.0457 6.3235
C -19.7543 1.5450 5.5223
C -19.8324 0.0589 5.4229
N -19.8609 -0.5483 6.5871
N -20.6832 -1.7266 6.7717
C -20.1563 -2.5687 7.5673
S -18.5653 -2.4574 8.0583
S -21.3315 -3.8692 8.0676
C -20.6218 -4.3001 9.7149
C -20.5884 -3.2604 10.8343
C -19.3605 -2.9279 11.4484
C -19.2762 -2.0094 12.5128
C -20.4757 -1.3336 12.8539
C -21.6304 -1.5798 12.1702
C -21.7315 -2.5478 11.1358
C -19.9208 -0.5443 4.0932
C -20.8157 -0.1181 3.0559
C -20.7809 -0.6826 1.8110
C -19.7646 -1.6023 1.5912
C -18.9351 -2.0894 2.5224
C -19.0054 -1.5577 3.7852
O -18.1261 -2.0012 4.8106
H -20.7966 1.8582 5.5851
H -19.1376 1.9868 4.7472
H -19.3285 2.0167 6.4353
H -19.6434 -4.7407 9.5493
H -21.3166 -5.1062 9.9707
H -18.5050 -3.4926 11.0209
H -18.3822 -1.7272 13.1145
H -20.4761 -0.6610 13.7248
H -22.4911 -0.9887 12.4712
H -22.6754 -2.6755 10.5237
H -21.5717 0.6496 3.3148
H -21.4709 -0.4024 1.0563
H -19.7013 -2.0020 0.5715
H -18.1719 -2.8686 2.4407
N -16.0169 1.7796 3.6565
C -16.3355 1.4265 4.9286
N -15.9208 2.2562 5.8585
O -17.1451 0.5382 5.2261
H -15.2083 2.2872 3.4390
H -16.3013 1.0394 3.0195
H -15.2900 3.0098 5.6853
H -16.3012 2.0426 6.8923
C -21.5849 5.6466 7.9457
C -20.2591 4.8951 8.3012
C -19.0362 5.4015 7.8471
C -17.8324 4.7502 8.1134
C -16.5597 5.4984 7.7189
C -17.8843 3.5244 8.7704
Te -16.0893 2.5455 9.4875
C -19.1291 2.9570 9.2692
C -19.2999 1.6269 10.0071
C -20.2779 3.6829 9.0098
H -21.7689 6.5323 8.5445
H -22.4426 4.9697 7.9394
H -21.5285 6.1616 6.9876
H -18.9810 6.3428 7.3048
H -15.6192 4.9556 7.8455
H -16.4543 6.4727 8.1653
H -16.7770 5.7080 6.6562
H -19.1255 0.7533 9.3611
H -20.3645 1.5413 10.3751
H -18.6297 1.5925 10.8363
H -21.2543 3.3020 9.3862
F -12.8676 0.4231 1.7371
C -13.3268 -0.1537 2.8830
C -13.1488 0.5006 4.0761
F -12.8039 1.8092 4.0300
C -13.7019 -0.0203 5.2198
F -13.5494 0.6499 6.3700
C -14.5030 -1.1812 5.2451
Se -15.5492 -1.7887 6.7907
C -14.6441 -1.8680 4.0041
F -15.4906 -2.9037 3.8470
C -14.0094 -1.3490 2.8827
F -14.1906 -1.9969 1.7319
*
```

In eV, the relative energy (zero: lowest compared OMol25 entry of this formula, charge and spin) values for the records above are, in order, 0.000 0.000 2.863.
In eV, the E values for the records above are, in order, -80245.6254 -84984.9666 -182924.0844.